{"formula": "C58H146F3N9O20S", "method": "wB97M-V/def2-TZVPD", "species": ["C", "C", "C", "C", "C", "C", "N", "O", "C", "C", "C", "H", "H", "H", "H", "H", "H", "H", "H", "H", "H", "H", "H", "H", "H", "H", "H", "H", "H", "C", "O", "C", "C", "N", "H", "H", "C", "C", "O", "C", "H", "H", "H", "H", "H", "H", "H", "H", "H", "H", "H", "H", "H", "H", "C", "O", "C", "C", "N", "H", "H", "C", "C", "O", "C", "H", "H", "H", "H", "H", "H", "H", "H", "H", "H", "H", "H", "H", "H", "C", "O", "C", "C", "N", "H", "H", "C", "C", "O", "C", "H", "H", "H", "H", "H", "H", "H", "H", "H", "H", "H", "H", "H", "H", "C", "O", "C", "C", "N", "H", "H", "C", "C", "O", "C", "H", "H", "H", "H", "H", "H", "H", "H", "H", "H", "H", "H", "H", "H", "C", "O", "C", "C", "N", "H", "H", "C", "C", "O", "C", "H", "H", "H", "H", "H", "H", "H", "H", "H", "H", "H", "H", "H", "H", "C", "O", "C", "C", "N", "H", "H", "C", "C", "O", "C", "H", "H", "H", "H", "H", "H", "H", "H", "H", "H", "H", "H", "H", "H", "C", "O", "C", "C", "N", "H", "H", "C", "C", "O", "C", "H", "H", "H", "H", "H", "H", "H", "H", "H", "H", "H", "H", "H", "H", "C", "O", "C", "C", "N", "H", "H", "C", "C", "O", "C", "H", "H", "H", "H", "H", "H", "H", "H", "H", "H", "H", "H", "H", "H", "C", "F", "F", "F", "S", "O", "O", "O"], "xyz": [[-4.096680, 4.072340, -8.931670], [-4.437200, 4.790000, -7.581890], [-5.296190, 3.717790, -6.827700], [-5.420810, 4.154700, -5.349540], [-4.121140, 4.391830, -4.616800], [-3.377050, 5.590860, -5.306000], [-3.257390, 5.268690, -6.785400], [-2.051620, 5.802890, -7.519620], [-2.000080, 5.618180, -4.618840], [-4.130130, 6.885210, -4.975430], [-5.380820, 5.999010, -7.823660], [-4.060250, 4.865430, -9.678520], [-4.926910, 3.378370, -9.062910], [-3.134700, 3.589000, -8.761180], [-4.864230, 2.718360, -6.879130], [-6.244420, 3.648560, -7.360760], [-5.807790, 3.283340, -4.821270], [-6.077580, 5.011240, -5.197610], [-3.582780, 3.449810, -4.721070], [-4.483120, 4.456310, -3.590690], [-1.249860, 6.305720, -5.009440], [-1.527720, 4.657000, -4.416080], [-2.149030, 6.077820, -3.641780], [-5.170760, 6.933260, -5.296190], [-3.681070, 7.704470, -5.536910], [-4.213930, 7.105890, -3.911300], [-5.919990, 6.498930, -7.019000], [-6.130580, 5.833310, -8.597290], [-4.903830, 6.871930, -8.269280], [5.637220, 5.674680, 4.405280], [4.786700, 5.801610, 3.326990], [5.338170, 6.715400, 2.318710], [4.273460, 7.108700, 1.279020], [3.479570, 5.886030, 0.632370], [2.797570, 5.543440, 1.293900], [2.716690, 6.224640, 0.063640], [4.299090, 4.768980, -0.089670], [3.587690, 4.016040, -1.184380], [2.601390, 4.807780, -1.845460], [1.612840, 4.073240, -2.616200], [5.094110, 5.200280, 5.222640], [6.012390, 6.674610, 4.623190], [6.519620, 5.070730, 4.193810], [6.230970, 6.354940, 1.807740], [5.549270, 7.721650, 2.680650], [4.696270, 7.796540, 0.546770], [3.599840, 7.810960, 1.770110], [4.682160, 4.111650, 0.690890], [5.139370, 5.297930, -0.539390], [3.244670, 3.058910, -0.791520], [4.201870, 3.625600, -1.995820], [0.727170, 4.691430, -2.762930], [1.182370, 3.295480, -1.985420], [2.009710, 3.548440, -3.485210], [-4.996620, 7.288300, -11.277310], [-3.933280, 8.011580, -10.643620], [-2.662170, 7.518780, -10.998420], [-1.548300, 8.442880, -10.305150], [-1.792410, 8.540160, -8.782590], [-2.702590, 8.961430, -8.663390], [-1.801510, 7.594270, -8.428590], [-0.585060, 9.323280, -8.239160], [-0.844130, 10.463190, -7.236190], [-2.064850, 10.259070, -6.469680], [-2.388260, 11.399690, -5.637080], [-5.034480, 7.454430, -12.353910], [-5.961410, 7.726460, -11.021810], [-5.176900, 6.221380, -11.145810], [-2.661740, 7.404400, -12.082410], [-2.416110, 6.551690, -10.559920], [-1.515900, 9.468760, -10.672030], [-0.549880, 8.012880, -10.384990], [0.011400, 9.689330, -9.074830], [-0.066060, 8.516790, -7.721180], [-0.925110, 11.384140, -7.813600], [-0.044930, 10.695940, -6.532490], [-3.187790, 11.298000, -4.903250], [-2.605390, 12.151220, -6.396130], [-1.569040, 11.811670, -5.047790], [-3.337540, 0.379980, -9.136290], [-4.263870, 0.555300, -8.012510], [-4.415230, -0.599510, -7.115060], [-5.559760, -0.376980, -6.210120], [-6.791210, 0.160350, -6.993760], [-7.429340, 0.665270, -6.395480], [-6.474190, 0.805380, -7.703370], [-7.445840, -0.873450, -7.826390], [-7.753750, -2.223310, -7.060770], [-6.581850, -2.975340, -6.697860], [-6.992210, -4.280950, -6.221510], [-3.152380, 1.414500, -9.425390], [-3.710080, -0.372640, -9.831190], [-2.373040, -0.015790, -8.818140], [-3.573930, -0.816100, -6.456730], [-4.593980, -1.524310, -7.663610], [-5.336680, 0.559760, -5.699390], [-5.895450, -1.220030, -5.606230], [-6.806800, -1.029240, -8.695560], [-8.389870, -0.546270, -8.262140], [-8.530300, -2.740450, -7.624370], [-8.219210, -1.953160, -6.112890], [-6.121260, -4.916690, -6.062170], [-7.498690, -4.798270, -7.036350], [-7.632920, -4.382270, -5.345530], [-8.278040, 11.448480, -11.566140], [-7.952010, 12.863080, -11.321100], [-8.939430, 13.479230, -10.528480], [-8.560200, 13.460220, -9.082750], [-7.164340, 14.198250, -8.927420], [-6.637640, 13.845690, -9.713800], [-7.251830, 15.201580, -9.003360], [-6.599950, 14.027870, -7.532180], [-6.233110, 12.556290, -7.187550], [-6.418950, 11.527020, -8.185380], [-5.894330, 10.230380, -7.864630], [-9.051600, 11.254690, -12.309220], [-8.506760, 10.956050, -10.621000], [-7.358420, 11.032460, -11.977620], [-9.987820, 13.210270, -10.657480], [-8.726570, 14.493550, -10.866030], [-8.485770, 12.428220, -8.739910], [-9.154840, 14.036210, -8.373700], [-7.361920, 14.489000, -6.903800], [-5.712990, 14.660440, -7.496530], [-6.899030, 12.299960, -6.363560], [-5.193270, 12.506830, -6.864460], [-4.812780, 10.354290, -7.809910], [-5.998560, 9.433050, -8.600500], [-6.292530, 9.900490, -6.905090], [-8.753140, 7.572480, -9.576290], [-9.919270, 6.803210, -9.431170], [-9.977050, 5.735320, -10.259620], [-11.225020, 4.984820, -9.970460], [-11.338130, 4.872520, -8.372290], [-10.860740, 5.644640, -7.929530], [-12.301140, 5.152590, -8.252830], [-10.956490, 3.542820, -7.804870], [-11.036580, 3.598430, -6.268750], [-10.332110, 4.702690, -5.691930], [-8.968430, 4.488670, -5.440270], [-8.674180, 7.631880, -10.661800], [-7.819650, 7.059220, -9.345520], [-8.707030, 8.585600, -9.176820], [-9.186090, 4.986390, -10.219830], [-10.065950, 6.011580, -11.310280], [-11.219500, 3.964960, -10.355120], [-12.179410, 5.394380, -10.301360], [-9.943110, 3.214930, -8.036510], [-11.600200, 2.690980, -8.024200], [-10.680710, 2.699660, -5.765080], [-12.052680, 3.631850, -5.875650], [-8.485370, 4.160550, -6.360650], [-8.816500, 3.652520, -4.757730], [-8.471430, 5.386520, -5.072900], [-6.543170, 11.737960, 1.683540], [-5.574130, 11.260710, 2.594230], [-5.966350, 10.458830, 3.636010], [-5.251760, 9.140540, 3.721310], [-5.304850, 8.500420, 2.315120], [-6.304430, 8.527400, 2.173000], [-4.848520, 9.132810, 1.673300], [-4.715010, 7.075080, 2.290490], [-5.450580, 6.226080, 1.211820], [-5.337000, 6.838790, -0.010200], [-5.295190, 5.898700, -1.126720], [-7.129160, 12.482250, 2.222750], [-7.290590, 11.023790, 1.337980], [-6.051900, 12.286200, 0.879680], [-7.046020, 10.312030, 3.606870], [-5.736050, 10.846240, 4.628470], [-5.781190, 8.371790, 4.284180], [-4.224470, 9.387220, 3.989500], [-4.819250, 6.570620, 3.251090], [-3.660090, 7.005090, 2.025270], [-6.484780, 6.015230, 1.483960], [-5.126210, 5.191630, 1.324920], [-4.446770, 5.233550, -0.965910], [-4.988710, 6.477500, -1.998020], [-6.157980, 5.244080, -1.249780], [-0.771980, -0.508670, -16.848310], [-0.233290, 0.663030, -16.285160], [1.171480, 0.551170, -15.803680], [1.509570, 1.544310, -14.703730], [0.757720, 1.492500, -13.367570], [1.085080, 0.698560, -12.835980], [0.950470, 2.218280, -12.692150], [-0.754000, 1.378380, -13.404370], [-1.385270, 1.249180, -12.006130], [-1.072400, 2.366340, -11.245800], [-1.930290, 3.472670, -11.554780], [-1.826490, -0.590440, -17.111800], [-0.516710, -1.428660, -16.322420], [-0.271230, -0.640570, -17.807450], [1.786740, 0.725050, -16.686460], [1.341340, -0.439740, -15.382560], [1.352870, 2.554200, -15.082750], [2.552180, 1.495270, -14.389620], [-1.006380, 0.463510, -13.940470], [-1.012040, 2.274250, -13.969110], [-0.885210, 0.443670, -11.468360], [-2.452260, 1.033130, -12.060550], [-1.769170, 4.202250, -10.761150], [-2.967240, 3.147000, -11.637090], [-1.582740, 3.925030, -12.483580], [-0.966710, 1.514870, -4.460680], [-0.295980, 1.972090, -5.622570], [-0.740990, 1.595150, -6.913990], [-0.026090, 2.588440, -7.954700], [0.285690, 3.954440, -7.218740], [-0.531060, 4.544930, -7.152780], [0.488520, 3.624310, -6.286020], [1.510110, 4.775850, -7.751480], [1.819340, 5.938030, -6.801140], [2.686040, 5.556790, -5.710190], [2.857550, 6.447840, -4.723910], [-1.723180, 0.761800, -4.681450], [-1.278510, 2.349110, -3.832240], [-0.205070, 0.973600, -3.899400], [-1.813340, 1.710910, -7.071340], [-0.562460, 0.526100, -7.029550], [-0.824710, 2.939180, -8.608380], [0.865500, 2.119070, -8.370450], [1.282780, 5.048530, -8.782050], [2.326980, 4.054170, -7.752390], [0.879240, 6.284740, -6.372050], [2.364160, 6.731480, -7.312700], [3.196390, 7.337600, -5.254570], [3.674330, 6.239160, -4.032950], [1.987370, 6.649780, -4.099320], [-6.832590, 3.600720, -11.570960], [-6.364170, 4.522700, -10.676820], [-7.743630, 4.214230, -12.379970], [-5.789930, 3.196330, -12.267750], [-7.617650, 2.114450, -10.614190], [-8.773000, 2.649460, -9.946210], [-7.973650, 0.986820, -11.476670], [-6.611230, 1.660080, -9.616160]], "atomic_forces_ev_per_a": [[0.24, 1.69, 1.64], [-1.24, -0.39, -0.49], [1.09, 1.46, 1.50], [-0.93, -1.41, -0.35], [-0.73, -0.24, -2.03], [0.71, -1.26, 1.64], [3.45, 1.74, -1.88], [-4.79, -2.19, 2.83], [0.42, 1.04, 0.34], [-0.48, 0.68, -1.18], [-0.07, 1.32, -0.94], [0.28, -0.53, -0.39], [0.37, -0.11, -0.60], [-0.06, -0.20, -0.44], [0.43, 0.04, -0.10], [-0.10, 0.21, 0.11], [-0.80, 0.13, 0.11], [-0.23, -0.20, -0.16], [0.62, 0.14, 0.15], [0.99, 0.86, 0.25], [-0.11, -0.09, -0.70], [-0.23, -0.20, -0.42], [-0.32, -0.27, 0.25], [0.07, -0.53, -0.12], [0.33, 0.29, 0.38], [0.71, -0.17, -0.04], [0.06, -0.88, 0.51], [-0.05, -0.89, 0.11], [0.94, -0.07, -0.12], [1.35, 0.12, 1.17], [-0.61, 1.49, -3.61], [-1.44, -0.78, -0.18], [-0.19, -0.66, 0.55], [0.16, 0.66, -0.06], [0.84, -1.00, 1.55], [0.49, 0.73, -1.70], [0.63, 1.67, 0.34], [-1.02, -1.25, -1.01], [-1.06, 0.07, 0.05], [0.21, -0.47, 1.75], [0.05, 0.33, 0.01], [-0.03, -0.04, 0.83], [0.02, -0.25, -0.21], [0.15, -0.43, 0.33], [0.45, -0.11, 0.79], [0.29, -0.86, -0.70], [-0.93, -0.83, 0.12], [-0.09, 0.05, -0.10], [0.02, 0.18, 0.29], [-1.05, 0.14, 0.34], [1.15, 0.48, 0.33], [0.53, 0.53, -0.62], [0.24, -0.38, 0.28], [0.15, 0.55, -0.29], [-1.38, 0.76, -1.00], [-0.29, -0.89, 0.53], [0.94, 0.90, 1.14], [-1.35, -0.59, -0.64], [1.10, 1.26, -2.27], [-0.35, 0.32, 0.47], [-0.34, -0.56, 0.71], [-0.19, -0.94, 1.72], [-1.77, 0.89, 0.22], [0.63, -0.81, 0.27], [0.66, 0.88, -1.24], [0.75, 0.03, -0.29], [0.21, 0.38, 0.70], [1.13, -0.04, 0.64], [0.88, 0.39, -0.12], [-0.56, -0.57, 0.08], [-0.19, -0.10, -0.06], [-0.16, -0.12, -0.31], [-0.16, -0.06, 0.15], [0.47, 0.19, -0.10], [-0.35, 0.25, -0.13], [0.50, -0.74, -0.20], [-0.26, -0.84, -0.62], [-0.49, 0.60, 0.47], [0.56, -0.45, -0.14], [-0.41, -0.17, 1.76], [0.67, -1.31, 0.89], [0.22, -0.58, -1.64], [-1.70, 2.77, -0.21], [0.55, -1.37, -0.43], [-0.25, -0.20, 0.37], [0.54, 0.99, -0.56], [-0.57, -2.58, -0.03], [0.72, 1.50, 0.47], [-1.22, -0.10, -0.22], [0.40, -1.20, -1.09], [-0.34, -0.35, -0.88], [-0.35, 0.64, -0.45], [0.15, -0.09, 0.47], [0.50, 0.36, -0.18], [0.14, 0.02, -0.44], [0.22, -0.36, 1.02], [0.43, 0.18, -0.04], [0.16, -0.11, 0.14], [0.04, 0.49, 0.34], [0.43, -0.48, -0.25], [-0.46, 0.19, 0.19], [0.29, 0.55, 0.18], [-0.29, 0.12, -0.11], [0.02, 0.94, 0.18], [1.36, 0.65, 0.00], [-1.05, -2.63, -0.14], [0.90, 2.25, -0.42], [0.89, 0.64, 1.05], [-1.37, -1.58, 0.88], [0.86, -0.22, -0.19], [-0.50, 0.40, -0.68], [0.50, -0.50, -1.78], [-0.40, -1.13, 0.63], [-0.58, 0.47, -1.15], [0.85, 1.22, 0.80], [-0.27, 0.62, 0.15], [-0.11, -0.08, 0.05], [-0.02, -0.10, 0.12], [0.13, -0.21, -0.38], [-1.23, 0.57, 0.06], [0.58, 0.25, 0.26], [-0.64, -0.17, -0.45], [0.12, -0.46, 0.29], [0.00, -0.07, 0.10], [0.28, -0.16, 0.39], [0.02, 0.18, 0.19], [0.36, -0.13, 0.52], [-0.89, 0.63, -0.49], [0.04, -0.15, 0.10], [0.78, -0.28, -2.25], [0.23, 1.77, 2.63], [-0.55, -1.75, -2.05], [-0.87, -0.93, 1.77], [-0.58, -0.95, -2.36], [0.93, 0.21, 0.09], [-0.69, -0.70, 0.69], [0.16, -0.55, 2.39], [0.15, 0.43, 1.06], [-0.48, 0.62, -0.20], [0.02, -0.87, -0.66], [0.37, 0.82, -0.36], [-0.06, -0.45, 0.77], [-0.87, -0.32, 0.41], [0.65, 0.35, 0.52], [0.23, 0.34, -0.33], [0.36, 0.01, 0.12], [0.26, 0.56, 0.12], [-0.05, 0.73, -0.85], [-0.38, 0.54, -0.92], [0.35, -0.49, -0.60], [-0.22, 0.55, -0.37], [0.42, 0.18, -0.36], [-0.07, 0.05, 0.51], [-0.39, 0.03, 0.03], [-0.89, 1.32, 0.90], [1.79, -0.45, -1.05], [-1.62, -0.32, 1.38], [0.30, -0.29, -1.73], [1.45, -0.89, 1.80], [-0.36, -0.49, -0.84], [0.03, 0.19, -0.46], [-1.25, -0.79, -1.40], [-0.50, -0.32, 2.33], [0.11, -0.70, -2.05], [1.28, 0.54, 0.89], [-0.20, 0.23, -0.09], [0.36, -0.56, -0.22], [0.14, -0.47, 0.01], [-0.28, -0.11, 0.07], [-0.21, 0.87, 0.00], [0.39, 0.55, 0.81], [0.09, -0.87, 0.05], [-0.28, 0.48, 0.14], [0.00, 1.02, 0.11], [-0.64, 0.81, 0.12], [1.11, -0.10, -0.59], [0.15, -0.24, 0.24], [-0.74, 0.06, -0.04], [-0.42, 0.57, 0.01], [1.43, -1.65, -1.69], [0.87, 1.14, 2.21], [-2.34, -0.84, -0.17], [-0.09, 1.75, -0.17], [-1.01, -1.66, 0.40], [0.30, -0.86, -0.11], [0.46, 1.05, -0.40], [-0.22, -0.47, -0.40], [1.55, -0.27, -0.72], [-0.55, 1.15, 0.91], [0.97, 0.01, 0.00], [-0.16, 1.16, 0.70], [0.02, 0.07, 0.63], [-0.01, -0.16, -0.32], [0.49, 0.02, 0.35], [0.01, -0.40, -0.41], [-0.11, 0.09, 0.08], [0.07, -0.27, -0.38], [0.09, 0.36, -0.45], [-0.70, -0.32, -0.01], [-0.16, -0.48, -0.17], [-0.08, 0.08, -0.19], [-0.30, -0.02, 0.03], [-0.09, 0.16, 0.09], [-0.34, 0.14, -0.20], [0.94, -0.99, 0.24], [0.04, 0.97, -0.65], [0.22, 0.91, 0.19], [-1.42, 0.66, 1.69], [2.05, -1.46, -0.94], [-0.85, 0.41, -0.26], [0.24, 0.06, 0.90], [-0.53, -1.16, 1.01], [0.87, -0.14, 1.04], [-1.29, -4.07, -2.54], [0.82, 2.99, 0.86], [-0.40, 0.40, -0.04], [-0.46, 0.00, -0.28], [-0.06, -0.05, 0.25], [-0.33, 0.26, 0.42], [0.56, 0.06, -0.67], [0.61, -0.72, -0.87], [-0.08, 0.65, -0.19], [-0.02, 0.27, 0.21], [0.12, 0.16, -0.07], [-0.24, 0.48, -0.08], [-0.38, 0.23, -0.40], [-0.16, 0.98, 0.61], [-0.01, -0.79, -0.31], [-0.42, 0.05, -0.11], [-1.25, -0.58, 0.19], [-0.64, -0.22, -0.31], [1.22, -0.69, 1.02], [0.09, 0.04, -0.38], [-0.43, -4.18, 0.46], [-0.61, 1.85, 0.33], [1.07, 2.30, -0.15], [0.48, 1.49, -0.53]], "lowdin_charge": [-0.01, -0.41, -0.11, -0.19, -0.12, -0.42, 0.07, -0.15, -0.03, -0.01, -0.01, 0.06, 0.06, 0.06, 0.10, 0.12, 0.11, 0.09, 0.12, 0.12, 0.07, 0.07, 0.09, 0.06, 0.09, 0.08, 0.07, 0.07, 0.07, -0.11, -0.19, -0.18, -0.05, 0.10, 0.17, 0.14, -0.04, -0.20, -0.21, -0.08, 0.11, 0.10, 0.10, 0.13, 0.14, 0.13, 0.13, 0.15, 0.14, 0.13, 0.14, 0.08, 0.09, 0.09, -0.08, -0.19, -0.17, -0.04, 0.09, 0.15, 0.10, -0.06, -0.16, -0.23, -0.08, 0.11, 0.08, 0.06, 0.14, 0.09, 0.14, 0.13, 0.13, 0.12, 0.13, 0.14, 0.09, 0.08, 0.09, -0.05, -0.22, -0.17, -0.06, 0.07, 0.17, 0.09, -0.08, -0.17, -0.22, -0.06, 0.06, 0.11, 0.08, 0.13, 0.13, 0.12, 0.14, 0.14, 0.14, 0.14, 0.13, 0.10, 0.10, 0.10, -0.04, -0.17, -0.22, -0.05, 0.09, 0.16, 0.18, -0.06, -0.15, -0.22, -0.07, 0.10, 0.07, 0.09, 0.15, 0.14, 0.12, 0.14, 0.14, 0.14, 0.13, 0.11, 0.07, 0.08, 0.09, -0.07, -0.15, -0.27, -0.01, 0.11, 0.15, 0.18, -0.09, -0.18, -0.18, -0.11, 0.09, 0.06, 0.09, 0.10, 0.15, 0.14, 0.14, 0.10, 0.15, 0.13, 0.14, 0.07, 0.09, 0.09, -0.08, -0.16, -0.24, -0.06, 0.09, 0.17, 0.16, -0.05, -0.26, -0.17, -0.06, 0.10, 0.09, 0.10, 0.14, 0.15, 0.15, 0.15, 0.14, 0.14, 0.13, 0.13, 0.08, 0.06, 0.10, -0.11, -0.21, -0.13, -0.06, 0.07, 0.17, 0.16, -0.07, -0.21, -0.22, -0.07, 0.10, 0.09, 0.10, 0.15, 0.13, 0.14, 0.14, 0.14, 0.14, 0.14, 0.14, 0.07, 0.10, 0.09, -0.06, -0.23, -0.15, 0.01, 0.08, 0.09, 0.13, -0.03, -0.16, -0.18, -0.15, 0.09, 0.08, 0.10, 0.10, 0.14, 0.09, 0.14, 0.13, 0.14, 0.10, 0.14, 0.10, 0.10, 0.09, -0.58, 0.05, 0.13, 0.15, 0.51, -0.34, -0.28, -0.38], "spin_multiplicity": 2, "s2": 0.756, "mol_weight_g_mol": 1378.910, "total_charge": 7, "gap_ev": [8.058, 5.854], "e_homo_ev": [-19.589, -19.589]}